# 1
20 unconnected molecules or ions with the total composition C30H39Cl57NO9P, computed with ωB97M-V with the def2-TZVPD basis set.

The geometry in XYZ format:
```
137
Properties=species:S:1:pos:R:3:forces:R:3
C 5.1396 -4.6086 4.1506 0.086 1.985 -0.179
C 4.4220 -3.5602 3.0638 -1.491 -2.838 -4.567
O 3.9796 -4.1355 1.9233 2.242 4.289 6.973
O 4.3324 -2.1001 3.3492 -1.192 -3.590 -0.480
C 3.0435 -1.5786 2.8139 -1.533 -0.756 -0.398
C 2.4422 -0.2982 3.6377 1.232 0.408 0.923
C 1.5757 0.7704 2.7553 0.318 0.772 -0.670
C 0.9491 0.2001 1.3570 0.040 0.432 0.000
C -0.0446 -1.0920 1.4981 0.758 -0.090 -1.760
N -1.1909 -0.9300 2.4695 -0.323 -3.804 -0.446
C -0.8047 -1.4143 3.8832 -0.625 -0.575 1.114
C -0.9248 -0.2119 5.0167 -2.924 5.668 -0.017
O -1.6256 0.9167 4.8121 4.744 -7.672 1.186
O -0.2003 -0.3223 6.3165 -2.238 -1.063 -2.478
C -2.2054 -2.0041 2.0209 -6.921 0.905 1.226
O -3.5096 -1.7983 2.2256 8.245 -1.409 -1.109
O -1.8142 -3.2958 1.4141 -0.028 2.569 2.451
C -2.3840 -4.4404 2.1405 -1.165 -0.219 -0.612
P -1.0759 -5.8718 2.2262 -0.784 -6.076 0.265
O -1.8104 -7.2949 2.2418 2.567 5.596 -0.138
O -0.0126 -5.9066 0.8257 -1.196 2.428 3.266
O -0.1427 -5.8045 3.7292 -0.857 2.557 -3.668
H 4.4088 -5.4501 4.5081 1.255 1.722 -1.109
H 6.0841 -5.0424 3.5959 -2.269 0.935 1.217
H 5.4459 -3.9607 5.0814 -0.374 -1.406 -1.800
H 3.2059 -1.4086 1.6674 -0.532 -0.163 2.258
H 2.2667 -2.4702 2.9717 1.605 1.872 -0.716
H 3.3812 0.2957 4.0716 -2.185 -1.542 -1.052
H 1.8331 -0.6394 4.6039 1.411 0.514 -2.174
H 0.7125 1.3223 3.3606 1.889 -1.470 -1.053
H 2.3317 1.6434 2.4511 -1.669 -1.874 0.521
H 1.8231 -0.0848 0.6228 -1.895 0.416 1.502
H 0.3916 1.1206 0.8406 0.958 -2.189 1.150
H 0.5094 -2.1112 1.7320 -0.716 2.173 -0.512
H -0.5395 -1.2491 0.4241 1.080 0.389 2.295
H 0.2322 -1.9761 3.9003 -1.901 1.489 0.084
H -1.6064 -2.2334 4.2152 1.623 1.861 -0.386
H -0.6127 -1.0308 6.8957 0.587 0.981 -1.178
H -2.7990 -4.1400 3.2079 0.913 -0.833 -2.232
H -3.2550 -4.8766 1.4513 1.826 0.714 1.762
H 0.5112 -5.0414 0.7741 -0.831 -1.563 -0.039
H 0.3153 -4.8967 3.7074 -0.645 -1.824 0.312
C 4.1981 1.6396 -1.5585 -0.103 -0.120 -0.149
Cl 3.1324 3.0322 -1.3044 0.065 -0.391 0.123
Cl 4.2356 0.6133 -0.1146 0.217 0.098 -0.046
Cl 3.6762 0.7065 -2.9716 0.148 0.228 0.321
H 5.2097 2.0094 -1.7445 -0.505 -0.242 0.076
C -3.6524 3.3733 6.8862 0.220 -0.203 0.059
Cl -2.4889 4.6778 7.1766 -0.665 -0.523 -0.154
Cl -4.4021 2.8584 8.4070 0.072 0.020 -0.185
Cl -4.8888 3.8893 5.7265 0.081 0.012 0.042
H -3.1156 2.5214 6.4611 -0.155 0.263 0.077
C -4.9761 -8.3278 0.7747 0.205 -0.079 0.039
Cl -5.8894 -8.7774 2.2250 0.117 0.086 -0.138
Cl -5.1646 -9.5590 -0.4856 0.032 0.135 0.135
Cl -5.4965 -6.7424 0.1784 0.098 -0.096 0.100
H -3.9176 -8.2655 1.0398 -0.285 0.031 -0.019
C 4.4009 0.1962 -6.9484 0.057 -0.020 -0.047
Cl 5.7075 1.1080 -6.1731 -0.166 -0.048 -0.149
Cl 4.7749 -1.5358 -6.9635 -0.057 0.211 -0.027
Cl 2.8609 0.4929 -6.1237 0.102 -0.055 -0.242
H 4.3091 0.5377 -7.9826 0.036 -0.113 0.415
C 5.0130 1.5616 6.5409 0.083 0.024 0.069
Cl 6.6518 1.4546 5.8757 -0.223 0.038 0.110
Cl 3.8976 2.2372 5.3412 0.203 0.324 0.352
Cl 4.4556 -0.0313 7.0810 0.040 0.186 -0.034
H 5.0352 2.2301 7.4054 -0.024 -0.236 -0.314
C -6.9445 -3.0011 1.9926 0.025 0.075 -0.040
Cl -6.2683 -3.2506 0.3739 -0.050 0.069 0.163
Cl -8.7053 -2.8211 1.9102 0.273 0.077 0.029
Cl -6.5057 -4.3426 3.0638 0.029 0.174 -0.041
H -6.5230 -2.0801 2.4037 -0.160 -0.411 -0.250
C 2.3927 4.1062 -8.3926 -0.014 0.087 0.149
Cl 2.9108 2.5598 -9.0853 -0.133 0.226 -0.076
Cl 3.5693 4.6776 -7.1972 -0.154 -0.094 -0.091
Cl 2.1654 5.3145 -9.6686 0.165 -0.215 0.028
H 1.4352 3.9540 -7.8879 0.297 0.020 -0.208
C 1.5191 -9.0665 2.0729 -0.166 0.034 0.034
Cl 3.1096 -8.2929 2.1802 -0.144 0.014 -0.032
Cl 1.5773 -10.4594 0.9793 -0.020 0.179 0.096
Cl 0.9578 -9.5600 3.6795 0.059 0.096 -0.224
H 0.8095 -8.3403 1.6682 0.189 -0.253 0.141
C 2.4751 8.8393 -11.0282 -0.014 -0.035 0.048
Cl 4.0870 9.5560 -10.8619 -0.169 -0.111 0.010
Cl 1.2332 10.1027 -11.0635 0.124 -0.172 0.045
Cl 2.3867 7.8390 -12.4881 0.004 0.069 0.232
H 2.2914 8.1999 -10.1610 0.074 0.221 -0.285
C -5.3809 -4.6153 6.8915 -0.271 -0.130 -0.066
Cl -3.7904 -3.8417 6.9988 -0.056 0.019 -0.043
Cl -5.3227 -6.0082 5.7979 0.036 0.195 0.161
Cl -5.9422 -5.1087 8.4981 0.083 0.123 -0.244
H -6.0905 -3.8891 6.4868 0.259 -0.227 0.114
C 0.0841 8.0927 7.7847 0.003 0.085 -0.017
Cl -1.0835 8.7937 8.9183 0.136 -0.081 -0.191
Cl 1.7391 8.3239 8.3740 -0.181 -0.004 -0.112
Cl -0.2513 6.3713 7.5313 0.521 0.564 0.058
H -0.0151 8.6076 6.8257 0.035 -0.190 0.342
C -7.0410 1.4139 3.7954 -0.094 0.039 0.105
Cl -7.3137 1.9221 2.1200 0.060 -0.029 0.139
Cl -8.5808 1.2696 4.6602 0.205 0.042 -0.115
Cl -6.1541 -0.1193 3.8439 0.063 0.319 0.115
H -6.4369 2.1771 4.2928 -0.174 -0.310 -0.178
C 7.5718 7.5956 -9.5199 -0.064 0.035 -0.002
Cl 6.2174 6.4608 -9.3881 0.124 0.160 0.042
Cl 9.0702 6.8455 -8.9438 -0.163 0.117 -0.020
Cl 7.7573 8.1513 -11.1922 -0.033 -0.017 0.224
H 7.3568 8.4631 -8.8907 0.075 -0.308 -0.224
C -2.1073 4.8151 -9.5164 0.004 -0.075 -0.198
Cl -1.5892 3.2687 -10.2092 -0.075 0.208 0.152
Cl -0.9307 5.3865 -8.3210 -0.127 0.141 -0.153
Cl -2.3346 6.0234 -10.7924 -0.001 -0.153 0.221
H -3.0648 4.6629 -9.0117 0.301 0.085 -0.295
C 9.1740 -6.6042 3.3030 0.126 -0.107 -0.094
Cl 8.0748 -6.0486 4.5768 0.438 -0.222 0.022
Cl 8.2877 -7.5212 2.0728 0.121 0.109 0.203
Cl 10.0181 -5.2309 2.5672 -0.085 -0.187 0.129
H 9.9188 -7.2644 3.7546 -0.272 0.241 -0.150
C -5.1053 0.5629 -9.8809 -0.022 -0.070 0.036
Cl -4.3241 1.2643 -8.4535 -0.192 -0.136 -0.218
Cl -5.4753 1.8235 -11.0700 0.011 -0.131 0.146
Cl -4.0779 -0.6887 -10.6004 -0.154 0.129 0.089
H -6.0440 0.0994 -9.5670 0.334 0.166 -0.120
C -10.6118 0.5980 0.4442 0.068 -0.022 0.054
Cl -11.5093 -0.8075 1.0430 0.081 0.184 -0.047
Cl -10.0618 0.3230 -1.2176 -0.008 0.032 0.220
Cl -11.6105 2.0589 0.5352 0.156 -0.151 0.025
H -9.7332 0.7414 1.0784 -0.295 -0.062 -0.201
C -3.4334 3.3424 -5.0245 -0.099 -0.040 0.156
Cl -4.7878 2.2076 -4.8927 0.171 0.186 0.022
Cl -1.9350 2.5923 -4.4484 -0.174 0.145 -0.080
Cl -3.2479 3.8980 -6.6968 -0.160 -0.124 0.597
H -3.6484 4.2098 -4.3953 0.081 -0.296 -0.245
C 5.9344 5.4095 -3.0273 -0.126 0.170 -0.163
Cl 6.6106 5.1599 -4.6460 -0.079 0.046 0.220
Cl 4.1735 5.5894 -3.1097 0.357 0.199 -0.125
Cl 6.3732 4.0679 -1.9561 0.296 0.390 -0.057
H 6.3558 6.3304 -2.6163 -0.131 -0.355 -0.112
```
Forces are in eV/Å.

Computed properties:
- frontier orbital gap (eV) = 9.939
- max |F| (eV/A) = 9.10
- total energy (eV) = -774718.388
- lowest unoccupied orbital energy (eV) = -0.74

---

# 2
C23H34N2O3S in the gas phase, computed with ωB97M-V with the def2-TZVPD basis set.

The geometry in XYZ format:
```
63
Properties=species:S:1:pos:R:3:forces:R:3
C -3.5792 2.7431 -0.2199 -0.036 -0.007 0.027
O -3.5026 1.8948 0.9009 0.237 -0.060 -0.055
C -4.0525 0.6103 0.6892 -0.199 0.134 0.275
C -3.7095 -0.2481 1.8889 0.308 0.197 -0.044
C -4.2844 0.3201 3.1872 -0.183 -0.169 -0.242
C -4.3755 -0.7149 4.3029 0.185 -0.190 -0.089
C -3.0203 -1.1404 4.8816 -0.275 0.168 -0.012
C -2.1463 0.0129 5.4125 0.115 -0.371 0.407
C -0.6896 -0.0364 4.9191 -0.062 0.172 -0.177
C -0.3727 1.0494 3.8692 -0.182 -0.152 -0.072
C 0.5330 0.5683 2.7743 0.188 0.022 0.111
C 1.7744 -0.0689 3.0935 -0.125 0.080 0.045
N 2.5900 -0.5364 2.2016 0.024 -0.056 -0.042
C 2.2142 -0.4045 0.8989 -0.254 0.127 0.119
C 3.0265 -0.9123 -0.1468 0.316 0.073 0.110
S 4.5156 -1.7553 0.3533 0.136 -0.168 0.183
C 2.6465 -0.7861 -1.4641 0.222 0.050 0.019
C 3.4886 -1.3635 -2.5683 -0.045 -0.108 -0.325
C 3.9127 -0.4065 -3.6993 0.125 0.063 -0.093
C 3.6128 -0.9558 -5.0949 0.124 0.023 0.374
C 4.1170 -0.0530 -6.2160 0.019 -0.340 -0.197
O 3.0798 0.6920 -6.8762 0.018 0.099 -0.014
C 2.2563 -0.0140 -7.6631 -0.660 0.187 -0.181
O 1.4379 0.4980 -8.3738 0.401 -0.096 0.304
C 1.4195 -0.1348 -1.7684 -0.086 -0.173 -0.339
C 0.9049 -0.0245 -3.1789 -0.040 0.216 0.048
C 0.6403 0.3563 -0.7689 -0.323 0.211 0.012
C 1.0050 0.2370 0.5756 0.133 -0.049 0.242
N 0.1677 0.7253 1.5355 -0.002 -0.064 -0.056
H -2.7328 3.4268 -0.1855 -0.014 0.069 0.060
H -4.5086 3.3201 -0.2174 -0.057 0.010 -0.041
H -3.5237 2.1796 -1.1559 0.018 -0.046 -0.039
H -5.1461 0.6864 0.6017 -0.033 -0.026 -0.163
H -3.6527 0.1806 -0.2353 0.008 -0.050 -0.051
H -4.0628 -1.2666 1.7138 -0.089 -0.032 -0.008
H -2.6171 -0.2823 1.9434 0.025 -0.142 0.050
H -3.6772 1.1777 3.4702 -0.096 0.111 0.116
H -5.2857 0.7072 2.9779 -0.035 0.025 0.027
H -4.8374 -1.6124 3.8796 -0.128 -0.009 0.065
H -5.0465 -0.3871 5.0996 0.089 0.200 0.046
H -2.4829 -1.7084 4.1197 0.082 0.059 -0.062
H -3.2158 -1.8383 5.6974 0.068 -0.119 -0.040
H -2.1412 -0.0517 6.5019 -0.043 0.078 0.033
H -2.6009 0.9739 5.1793 0.062 0.088 -0.056
H -0.5142 -1.0136 4.4652 0.054 -0.070 0.061
H -0.0001 0.0422 5.7592 0.055 0.008 0.014
H -1.2973 1.3729 3.3912 0.019 0.072 -0.075
H 0.0677 1.9264 4.3470 -0.004 0.053 0.044
H 2.0627 -0.1729 4.1348 0.023 -0.007 0.032
H 5.3954 -0.9191 -0.2106 -0.022 0.063 -0.091
H 2.9336 -2.2058 -2.9971 -0.050 0.016 -0.077
H 4.3885 -1.7949 -2.1455 -0.087 -0.144 0.071
H 4.9941 -0.2593 -3.6489 0.023 0.099 0.119
H 3.4682 0.5814 -3.5808 -0.005 0.019 -0.001
H 2.5397 -1.1246 -5.1851 -0.002 -0.017 -0.176
H 4.0977 -1.9308 -5.1768 -0.051 -0.065 -0.051
H 4.8154 0.6874 -5.8351 -0.079 0.137 0.002
H 4.6555 -0.6330 -6.9673 -0.018 -0.018 -0.055
H 2.3407 -1.1091 -7.5700 0.288 0.008 -0.014
H 1.4246 0.7535 -3.7392 0.032 -0.086 -0.092
H 0.9921 -0.9632 -3.7230 0.012 -0.033 -0.014
H -0.1437 0.2638 -3.1573 -0.062 -0.081 -0.030
H -0.2997 0.8415 -0.9971 -0.063 0.014 0.055
```
Forces are in eV/Å.

Computed properties:
- frontier orbital gap (eV) = 8.599
- max |F| (eV/A) = 0.71
- energy relative to the best compared isomer or geometry (same formula, charge and spin) (eV) = 1.884
- total energy (eV) = -44360.093
- lowest unoccupied orbital energy (eV) = -0.01

---

# 3
A molecular structure, C34H35EuF3N6O4S, computed with ωB97M-V with the def2-TZVPD basis set.

The geometry in XYZ format:
```
84
Properties=species:S:1:pos:R:3:forces:R:3
Eu -1.2456 0.4008 1.5039 -1.800 0.269 -0.137
O 0.9789 -0.1626 -0.3473 -1.015 0.428 1.078
C -0.6990 -0.2621 -3.4642 -0.367 -0.616 0.294
C -0.1089 -0.9050 -4.5552 0.242 0.604 0.534
C 0.2393 -2.2293 -4.4842 -0.190 -0.618 0.146
C -0.1100 -2.9377 -3.3491 0.592 -1.280 -0.032
C -1.0132 -2.5095 -2.4156 -0.207 1.374 -1.133
C -1.4503 -1.1494 -2.5462 -0.294 0.985 1.686
C -2.5894 -0.8266 -1.6101 0.823 -2.205 -2.611
N -2.6694 0.0805 -0.6864 -0.136 2.574 1.630
C -3.9745 0.7589 -0.5005 -0.381 -0.630 1.087
C -4.7287 0.3119 0.7941 0.147 -1.098 -0.419
N -3.8789 0.2495 1.9813 1.260 0.511 -3.465
C -4.5698 0.1643 3.0748 -0.910 0.088 3.705
C -4.0505 0.5007 4.3777 -0.250 -0.237 -0.522
C -4.8428 0.4299 5.5883 0.568 0.232 -1.082
C -4.3248 0.6741 6.8346 1.135 0.215 0.115
C -2.9401 0.9933 6.9324 -0.811 0.048 -0.005
C -2.1618 1.1751 5.7973 -1.116 -0.708 -1.013
C -2.6914 0.9519 4.4893 0.354 0.148 2.555
O -1.8787 1.1256 3.4952 1.206 -0.333 -1.716
H 0.1766 -0.3684 -5.4424 0.317 0.620 -0.008
H 0.8564 -2.7140 -5.2255 0.052 0.082 -0.217
H 0.4659 -3.8238 -3.1817 -0.166 -0.857 0.054
H -1.3271 -3.1107 -1.5599 0.150 0.253 -0.348
H -3.4154 -1.5859 -1.7506 0.418 0.518 0.132
H -4.7035 0.6413 -1.3390 0.688 -0.158 0.170
H -3.7845 1.8386 -0.4059 0.052 -0.117 -0.029
H -5.1932 -0.7125 0.6512 0.274 0.617 -0.264
H -5.5896 0.9869 0.9416 0.177 0.072 0.032
H -5.6326 -0.1710 3.0971 0.359 0.242 -0.371
H -5.8924 0.2416 5.4487 -0.409 -0.248 0.067
H -4.9447 0.6406 7.7312 0.084 -0.061 -0.196
H -2.4606 1.1576 7.8734 0.011 0.041 0.702
H -1.1075 1.3860 5.8906 0.151 0.209 -0.106
C -1.7932 -3.0958 1.8642 0.807 -0.033 0.108
O -0.8081 -2.0489 2.0551 0.490 -0.370 0.682
C 0.4415 -2.4940 2.6891 -0.808 0.667 -0.417
C 1.4666 -1.3562 2.5590 -0.448 -1.369 -1.101
O 0.8808 -0.1012 2.8208 0.605 -0.067 0.621
C 1.8719 0.9384 3.0252 0.278 -0.345 -0.041
H -1.9156 -3.6912 2.8084 0.157 0.470 -0.812
H -1.4120 -3.7174 1.0199 -0.557 0.171 0.617
H -2.7403 -2.5971 1.6220 0.283 -0.151 -0.034
H 0.8411 -3.3398 2.1132 -0.121 0.018 0.178
H 0.2475 -2.7905 3.7469 -0.085 0.290 -0.665
H 1.8698 -1.3800 1.5116 -0.235 0.014 1.152
H 2.2638 -1.6273 3.2379 0.392 0.324 0.472
H 2.9131 0.5161 3.0055 -0.984 0.203 0.058
H 1.6866 1.4117 4.0165 -0.002 -0.139 -0.914
H 1.7654 1.5920 2.1571 0.147 0.441 0.433
S 1.8831 -3.6694 -0.8626 0.453 -0.513 0.501
C 2.9878 -2.5248 -1.4102 -0.727 2.640 1.217
N 3.9192 -2.9615 -2.2998 -0.587 -0.745 -0.854
N 4.2926 -1.9900 -3.1422 0.513 -0.315 -1.812
C 5.1705 -0.9552 -2.9132 -2.130 -0.483 0.151
C 5.7711 -0.7049 -1.6983 0.805 0.377 0.290
C 6.4105 0.5120 -1.5633 0.064 0.470 0.274
C 6.4016 1.4468 -2.6121 1.345 0.401 0.874
C 5.9415 1.0827 -3.8645 -0.196 -0.165 0.016
C 5.2302 -0.0949 -3.9779 1.385 1.204 -0.141
N 2.8307 -1.1332 -1.1546 1.612 -3.368 -0.823
N 1.9338 -0.9639 -0.2332 -0.844 1.057 -0.833
C -0.4409 1.2227 -3.3282 -0.316 0.235 0.077
C 0.8270 1.7944 -3.1308 0.565 -0.357 0.817
C 1.0081 3.1378 -2.7023 0.480 -0.711 -0.943
C -0.0329 4.0376 -2.8434 -1.103 -1.651 0.107
C -1.2993 3.4945 -3.1600 -0.163 0.487 -0.037
C -1.4904 2.1222 -3.3301 -1.006 0.574 0.445
H 4.0937 -2.1305 -4.1676 0.424 -0.451 1.719
H 5.7639 -1.4044 -0.8781 -0.235 -0.189 -0.081
H 6.9349 0.7300 -0.6131 -0.522 0.081 -0.647
H 6.8643 2.4264 -2.4149 -0.107 -0.533 -0.371
H 6.1690 1.6452 -4.7587 -0.359 0.494 0.114
H 4.7229 -0.3406 -4.8788 -0.245 -0.216 -0.710
H 1.6993 1.1339 -3.1625 -0.252 0.128 0.301
H 1.9781 3.4471 -2.2638 -0.642 -0.250 -0.622
H 0.0620 5.0543 -2.5481 0.069 0.701 0.115
H -2.1878 4.1530 -3.1872 0.603 -0.379 0.048
H -2.5040 1.7058 -3.3423 0.265 0.328 -0.240
F 0.8454 2.9770 0.1367 -0.680 0.135 0.015
C -0.3629 2.6884 0.7695 0.940 -1.317 1.277
F -0.3811 3.6699 1.7917 -0.544 0.046 -1.093
F -1.3590 2.9319 -0.1471 0.205 1.196 0.200
```
Forces are in eV/Å.

Computed properties:
- frontier orbital gap (alpha / beta) (eV) = 3.239 / 4.630
- 2S+1 = 8
- max |F| (eV/A) = 3.82
- energy relative to the best compared isomer or geometry (same formula, charge and spin) (eV) = 7.071
- total energy (eV) = -91261.267
- <S²> = 15.864
- lowest unoccupied orbital energy (alpha / beta) (eV) = 4.26 / 2.62
- total charge = -2